Molecular formula: C5H11N2OS
Method: DFT, ωB97M-V/def2-TZVPD

XYZ file:
```
20
Properties=species:S:1:pos:R:3:forces:R:3:nbo_charge:R:1
S -4.357202 0.715841 -0.140642 1.43 -0.39 0.09 0.16
O -2.841187 -1.780240 -0.248628 1.45 1.34 0.14 -0.21
N -1.130227 -0.401535 0.144229 -2.56 -1.24 -0.14 -0.11
N -2.354096 -0.683219 -0.119985 -1.47 -1.66 -0.07 0.38
C 0.418379 1.286342 -0.406325 -1.26 1.32 -0.38 -0.41
C 1.154423 -1.061544 -0.332392 -0.34 -1.50 0.19 -0.40
C -0.099465 -1.351446 0.528431 -0.07 -2.56 -0.43 -0.26
C 1.571237 0.384889 -0.024595 0.07 -0.66 -2.11 -0.41
C -0.805247 0.918449 0.448922 1.39 0.98 2.07 -0.24
H 2.499327 0.692115 -0.588094 -0.86 -0.43 0.94 0.26
H 1.666617 0.379301 1.052453 0.66 0.54 0.27 0.21
H -0.569491 -2.375267 0.429896 0.88 0.99 -0.17 0.26
H 0.108145 1.295060 -1.497234 0.60 -0.31 1.14 0.23
H 0.170417 -1.231436 1.588904 -0.50 0.29 -0.22 0.24
H -4.414529 0.146777 1.076949 -0.18 0.03 -0.01 0.13
H 1.921446 -1.751281 0.087562 -0.39 0.28 -0.69 0.25
H -0.516361 0.770063 1.521720 0.42 0.81 -0.58 0.21
H 0.868241 -1.371859 -1.386336 0.85 0.78 1.02 0.23
H -1.700682 1.492108 0.600680 -0.29 0.82 -1.08 0.26
H 0.659985 2.305994 -0.164440 0.17 0.57 0.01 0.25
```
Forces are in eV/Å.

As for the net charge: +1. Its HOMO-LUMO gap (spin up / spin down) is 7.60 / 7.25 eV.



Molecular formula: C5H11N2OS
Method: DFT, ωB97M-V/def2-TZVPD

XYZ file:
```
20
Properties=species:S:1:pos:R:3:forces:R:3:nbo_charge:R:1
S 2.195470 -0.516472 0.494470 0.33 -0.84 1.18 0.86
O 2.780027 0.404924 -1.782681 0.34 0.68 0.36 -0.14
N 2.488577 0.898076 -0.772628 0.38 0.18 -1.43 0.15
N 0.661683 -1.009099 0.523642 0.02 0.00 -0.69 -0.55
C -1.494549 0.918331 -0.201291 3.99 1.03 0.38 -0.41
C -0.239302 -0.486520 1.531715 -2.11 0.48 3.54 -0.27
C -0.040931 -1.140060 -0.788850 0.36 -0.69 1.43 -0.23
C -0.452302 0.222576 -1.153585 -2.24 1.64 -1.84 -0.42
C -0.924694 0.891313 1.251891 -0.58 -0.35 -0.82 -0.42
H -0.841435 -1.743991 -0.426378 -0.91 -0.91 -0.75 0.23
H -1.848243 1.117916 1.855180 1.46 -0.54 0.30 0.26
H -1.129007 -1.183539 1.731669 1.70 0.24 -0.63 0.24
H -1.749727 1.959683 -0.415572 0.80 0.10 -0.52 0.24
H 0.282524 -0.374485 2.538535 -0.36 -0.46 -1.36 0.24
H 0.505294 0.697383 -1.240538 -0.28 1.26 -0.33 0.18
H -0.978541 0.222161 -2.141768 0.92 -0.07 0.41 0.25
H -2.390818 0.485792 -0.462618 -2.24 -1.74 0.60 0.22
H 2.686080 -1.374227 -0.453014 -0.21 0.01 0.32 0.13
H -0.112916 1.636889 1.452429 -1.03 -0.03 -0.56 0.21
H 0.602810 -1.626651 -1.540600 -0.34 0.03 0.38 0.23
```
Forces are in eV/Å.

As for the net charge: +1. Its HOMO-LUMO gap is 7.88 eV.



Molecular formula: C5H11N2S
Method: DFT, ωB97M-V/def2-TZVPD

XYZ file:
```
19
Properties=species:S:1:pos:R:3:forces:R:3:nbo_charge:R:1
S -3.329225 -0.357093 0.250878 -0.56 -0.68 -1.50 0.39
N 0.950145 -0.127863 -0.171812 -1.98 0.71 0.48 -0.43
N 0.568986 -2.326563 0.353243 3.07 -0.28 0.00 -0.79
C -1.157779 1.426416 0.058246 1.26 0.62 1.08 -0.54
C 0.225812 1.100655 -0.621234 -0.43 -1.49 -1.40 -0.18
C 2.288431 -0.060254 0.337796 -0.71 -3.79 -0.05 -0.41
C 0.165838 -1.197885 -0.174843 -0.80 1.85 -0.07 0.26
C -2.075796 0.415669 -0.521916 0.20 -0.44 2.85 -0.11
H 0.893729 1.929836 -0.740741 0.29 0.49 0.36 0.23
H -1.406146 2.501317 -0.147205 -0.08 -0.94 -0.45 0.30
H 2.699083 0.795013 0.012122 1.90 2.81 -1.32 0.22
H -3.553218 0.333665 1.341652 0.42 0.81 0.81 0.14
H -1.135483 1.434600 1.204591 -0.06 -0.45 -1.57 0.26
H -1.846551 -0.018285 -1.453384 -0.06 -0.17 -1.23 0.25
H -0.038085 -3.058443 0.042730 0.40 -0.99 0.41 0.42
H 1.655834 -2.485932 0.524257 -3.10 -0.11 -0.34 0.39
H 2.351977 -0.087994 1.392986 -0.15 -0.03 1.33 0.21
H 2.810950 -0.978371 -0.043485 0.06 1.08 0.18 0.20
H -0.068498 0.761514 -1.643879 0.33 1.02 0.42 0.21
```
Forces are in eV/Å.

As for the net charge: +1. Its HOMO-LUMO gap (spin up / spin down) is 6.95 / 6.95 eV.



Molecular formula: C5H11N2S
Method: DFT, ωB97M-V/def2-TZVPD

XYZ file:
```
19
Properties=species:S:1:pos:R:3:forces:R:3:nbo_charge:R:1
S -0.106738 1.293245 0.618539 -0.94 0.40 -0.80 0.00
N 0.586912 1.048124 3.033625 0.55 1.64 3.33 -0.30
N 0.842319 0.538696 -1.948084 1.31 -1.00 0.83 -0.77
C 0.246530 -1.550193 -0.735816 0.58 1.32 1.29 -0.68
C 0.358347 0.467395 1.972516 0.52 -0.51 -2.69 -0.04
C -1.541343 0.017500 -1.617607 1.42 -3.99 0.22 -0.68
C -0.112653 -0.119177 -1.255871 0.22 -0.54 0.08 0.42
C 0.611933 1.834050 4.004664 -0.61 -0.60 0.23 0.07
H -2.158966 -0.252997 -0.797092 -0.44 -0.15 0.84 0.25
H -0.554129 -1.979967 -0.094993 0.44 0.57 -0.42 0.25
H -1.599572 -0.886770 -2.286743 -0.61 1.19 -0.19 0.25
H 0.766565 -0.491796 1.756828 -0.18 -1.25 0.73 0.24
H 1.791758 0.340172 -1.523499 -1.38 0.75 -1.35 0.41
H 1.154808 -1.386820 -0.103023 -0.53 -0.62 -0.47 0.21
H -1.846288 0.908934 -1.979277 -0.82 2.74 -1.64 0.24
H 1.543288 2.335446 4.267565 -0.18 0.11 -0.05 0.22
H 0.686127 1.459866 -2.376625 0.06 -0.76 0.48 0.42
H -0.303212 1.949647 4.619444 0.64 0.01 -0.21 0.22
H 0.480235 -2.310263 -1.493733 -0.06 0.69 -0.20 0.27
```
Forces are in eV/Å.

As for the net charge: +1. Its HOMO-LUMO gap is 8.87 eV.



Molecular formula: C5H11N2S
Method: DFT, ωB97M-V/def2-TZVPD

XYZ file:
```
19
Properties=species:S:1:pos:R:3:forces:R:3:nbo_charge:R:1
S -0.266469 -0.222741 -2.412814 0.41 0.07 0.03 0.12
N -0.930156 1.362724 -0.189034 3.59 0.29 -1.43 -0.56
N 1.262691 0.522959 -0.380353 2.23 -1.14 -0.28 -0.42
C -0.418808 -1.161795 0.294953 1.95 1.00 -0.42 -0.44
C -0.014141 2.069783 0.694300 -0.18 -1.79 2.72 -0.32
C 1.358936 1.541609 0.335607 -0.76 -0.57 1.12 0.16
C 0.024868 0.010412 -0.676321 -1.32 0.09 0.68 0.19
C 0.516979 -2.369844 0.215812 0.59 -1.12 -0.85 -0.64
H 0.022713 -3.321446 0.671894 1.25 1.86 -0.60 0.25
H -0.016098 3.095195 0.638290 -0.56 2.46 -0.32 0.25
H -1.125106 1.828752 -1.055025 -0.30 0.49 -0.47 0.44
H -1.721443 1.048354 0.222160 -3.26 -1.04 1.63 0.42
H 2.275417 1.845953 0.879917 -0.50 0.07 -0.91 0.25
H -1.401071 -1.478681 0.115951 -1.58 -0.22 -0.78 0.23
H -0.285812 1.776488 1.784138 0.60 0.56 -1.68 0.25
H 0.799446 -2.598976 -0.852264 -1.00 0.03 0.74 0.23
H -0.461207 -0.701393 1.278673 0.36 -0.13 0.39 0.21
H 1.548680 -2.121523 0.540903 -0.84 -0.35 0.79 0.24
H -1.169418 -1.125830 -2.106786 -0.67 -0.56 -0.38 0.14
```
Forces are in eV/Å.

Its SMILES is CC[C@]1(S)N=CC[NH2+]1. As for the net charge: +1. Its HOMO-LUMO gap is 10.66 eV.



Molecular formula: C5H11N2S
Method: DFT, ωB97M-V/def2-TZVPD

XYZ file:
```
19
Properties=species:S:1:pos:R:3:forces:R:3:nbo_charge:R:1
S 1.332124 0.675268 0.140631 0.00 -0.34 -0.28 0.35
N 0.119497 -0.329080 -0.522757 0.73 0.74 0.32 -0.60
N -1.519830 1.135915 1.594920 2.69 2.60 2.63 -0.16
C -0.203569 -0.202176 -1.928647 0.09 -0.16 -0.38 -0.42
C -0.822290 1.780988 2.246588 -1.97 -1.37 -1.46 0.45
C -0.862524 -0.839477 0.344912 -0.38 0.17 0.43 -0.19
C -2.001852 0.199448 0.739320 -0.98 -2.20 -1.83 -0.32
C 2.803146 -0.336865 -0.160082 -0.36 0.17 0.15 -0.74
H 0.012519 -1.141127 -2.445841 -0.10 0.06 -0.07 0.21
H -2.829455 -0.332591 1.214452 -0.03 0.15 -0.02 0.27
H -2.360162 0.703523 -0.162499 -0.08 -0.03 0.11 0.27
H 0.404687 0.584019 -2.372089 -0.07 -0.04 -0.01 0.23
H -1.256461 0.045005 -2.086610 -0.03 0.06 -0.03 0.18
H 2.691342 -1.292120 0.341261 0.08 -0.08 0.02 0.23
H -0.392830 -1.178496 1.269321 -0.14 -0.14 0.00 0.22
H -1.379517 -1.672720 -0.135234 -0.08 0.00 0.11 0.23
H 2.943610 -0.466474 -1.227999 0.06 -0.01 -0.06 0.23
H -0.317098 2.452300 2.889144 0.46 0.39 0.38 0.30
H 3.638662 0.214661 0.261210 0.14 0.02 0.01 0.24
```
Forces are in eV/Å.

Its SMILES is C#[N+]CCN(C)SC. As for the net charge: +1. Its HOMO-LUMO gap is 7.90 eV.